{"formula": "C3H8O2P", "method": "ωB97M-V/def2-TZVPD", "e_lumo_ha": 0.1579, "e_homo_ev": -2.434, "relative_energy_kcal_mol": 37.31, "smiles": "CC(C)P([O-])O", "charge": -1, "homo_lumo_gap_ev": 6.7, "symbols": ["C", "C", "C", "P", "O", "O", "H", "H", "H", "H", "H", "H", "H", "H"], "positions_angstrom": [[0.844, -1.136, 0.233], [0.152, 0.140, -0.140], [0.912, 1.452, 0.182], [-1.637, 0.087, 0.517], [-2.250, 1.224, -0.315], [-1.997, -1.394, -0.259], [1.019, -1.101, 1.268], [0.375, -2.099, 0.021], [1.932, -1.151, -0.074], [0.090, 0.000, -1.187], [0.872, 1.594, 1.202], [0.424, 2.179, -0.448], [1.924, 1.401, -0.021], [-2.660, -1.196, -0.978]]}

***

{"formula": "C23H35ClIO11P", "method": "ωB97M-V/def2-TZVPD", "e_lumo_ha": 0.0022, "e_homo_ev": -8.725, "smiles": "CCC(=O)OCCP(Cl)CC(=O)I.O=C1CCCO1.O=C1CCCO1.O=C1CCCO1.O=C1CCCO1", "charge": 0, "homo_lumo_gap_ev": 8.8, "symbols": ["C", "C", "C", "O", "O", "C", "C", "P", "Cl", "C", "C", "O", "I", "H", "H", "H", "H", "H", "H", "H", "H", "H", "H", "H", "O", "C", "C", "C", "C", "O", "H", "H", "H", "H", "H", "H", "O", "C", "C", "C", "C", "O", "H", "H", "H", "H", "H", "H", "O", "C", "C", "C", "C", "O", "H", "H", "H", "H", "H", "H", "O", "C", "C", "C", "C", "O", "H", "H", "H", "H", "H", "H"], "positions_angstrom": [[3.267, 0.891, 1.277], [3.267, 2.390, 0.653], [2.231, 3.269, 1.506], [2.397, 3.285, 2.753], [1.225, 4.007, 0.818], [-0.053, 3.268, 0.821], [0.065, 2.022, -0.181], [-1.571, 1.175, -0.620], [-1.953, 1.551, -2.690], [-3.042, 1.953, 0.312], [-3.625, 0.780, 1.278], [-3.080, -0.357, 1.240], [-5.291, 1.039, 2.642], [2.324, 0.823, 1.939], [3.090, 0.130, 0.434], [4.216, 0.643, 1.852], [4.310, 2.846, 0.602], [2.833, 2.347, -0.416], [-0.808, 4.006, 0.355], [-0.375, 2.979, 1.887], [0.719, 1.227, 0.331], [0.636, 2.312, -1.140], [-2.779, 2.890, 0.904], [-3.903, 2.202, -0.417], [-2.713, 4.092, -9.004], [-2.173, 3.577, -8.059], [-0.831, 2.895, -8.076], [-0.850, 2.121, -6.775], [-1.743, 2.971, -5.903], [-2.688, 3.569, -6.800], [-0.046, 3.655, -8.086], [-0.738, 2.234, -8.937], [0.142, 1.956, -6.346], [-1.314, 1.142, -6.938], [-1.191, 3.767, -5.396], [-2.271, 2.375, -5.157], [-4.990, -1.317, 5.893], [-3.851, -1.393, 5.508], [-3.063, -2.663, 5.335], [-1.645, -2.145, 5.228], [-1.843, -0.775, 4.624], [-3.106, -0.320, 5.125], [-3.386, -3.160, 4.418], [-3.187, -3.321, 6.194], [-0.989, -2.785, 4.637], [-1.212, -2.050, 6.229], [-1.892, -0.805, 3.531], [-1.057, -0.078, 4.923], [-1.800, -5.193, 4.682], [-1.283, -5.698, 5.644], [0.043, -6.410, 5.657], [-0.009, -7.153, 6.976], [-0.891, -6.260, 7.818], [-1.811, -5.663, 6.897], [0.845, -5.669, 5.637], [0.129, -7.094, 4.813], [0.973, -7.329, 7.419], [-0.493, -8.124, 6.831], [-0.326, -5.464, 8.312], [-1.441, -6.824, 8.573], [1.572, 1.644, -5.190], [2.711, 1.606, -5.580], [3.530, 0.359, -5.784], [4.935, 0.915, -5.886], [4.699, 2.293, -6.459], [3.427, 2.703, -5.942], [3.215, -0.126, -6.711], [3.426, -0.320, -4.939], [5.605, 0.305, -6.493], [5.369, 0.999, -4.885], [4.646, 2.285, -7.552], [5.468, 3.002, -6.148]]}

***

{"formula": "CH6OS", "method": "ωB97M-V/def2-TZVPD", "e_lumo_ha": 0.0361, "e_homo_ev": -8.921, "relative_energy_kcal_mol": 7.02, "smiles": "CS.O", "charge": 0, "homo_lumo_gap_ev": 9.9, "symbols": ["C", "S", "H", "H", "H", "H", "O", "H", "H"], "positions_angstrom": [[0.705, -1.247, -2.864], [-0.418, -0.904, -1.503], [0.355, -0.967, -3.847], [1.705, -0.913, -2.603], [0.868, -2.344, -2.995], [0.565, -1.268, -0.655], [-1.204, 2.207, 4.618], [-2.017, 2.694, 4.747], [-0.560, 2.743, 5.102]]}

***

{"formula": "C2H6N4O2S2", "method": "ωB97M-V/def2-TZVPD", "e_lumo_ha": [-0.0288, -0.0288], "e_homo_ev": [-8.301, -8.296], "relative_energy_kcal_mol": 28.81, "charge": 0, "homo_lumo_gap_ev": [7.5, 7.5], "symbols": ["C", "C", "N", "N", "N", "N", "O", "O", "S", "S", "H", "H", "H", "H", "H", "H"], "positions_angstrom": [[-0.878, -2.097, 0.958], [-1.281, 0.301, 0.508], [0.184, -1.235, 1.236], [0.004, -0.045, 0.929], [-1.511, 1.618, 0.500], [1.729, -0.723, -1.269], [-0.126, 0.264, -2.645], [0.840, 1.649, -0.932], [-2.384, -1.124, 0.441], [0.374, 0.313, -1.263], [-0.578, -2.695, 0.227], [-1.124, -2.786, 1.682], [-0.630, 2.121, 0.346], [-2.377, 2.128, 0.130], [2.452, -0.612, -0.565], [2.229, -0.830, -2.158]]}

***

{"formula": "C3H11N2O", "method": "ωB97M-V/def2-TZVPD", "e_lumo_ha": -0.1458, "e_homo_ev": -13.153, "relative_energy_kcal_mol": 42.79, "charge": 1, "homo_lumo_gap_ev": 9.2, "symbols": ["C", "N", "H", "H", "H", "H", "H", "H", "C", "C", "O", "N", "H", "H", "H", "H", "H"], "positions_angstrom": [[-0.738, 2.499, 0.767], [-0.625, 2.409, -0.836], [0.040, 1.655, -1.198], [-1.636, 2.264, -1.243], [-0.224, 3.360, -1.182], [-0.443, 3.493, 1.081], [-0.325, 1.708, 1.266], [-1.900, 2.476, 0.998], [1.710, -2.378, 0.169], [0.457, -1.641, 0.233], [0.366, -0.722, 0.943], [-0.614, -2.215, -0.532], [1.921, -2.858, 1.125], [2.522, -1.710, 0.077], [-1.602, -1.998, -0.260], [-0.506, -3.253, -0.720], [1.598, -3.088, -0.688]]}

***

Listing electronic energy for the structures above in their given order: -16626.046 -76851.507 -14016.540 -33893.069 -8309.937 eV.